Here is a 2-piece molecular cluster, C5H11NO overall from the OMol25 dataset. Energies are from the ωB97M-V functional and the def2-TZVPD basis.

The highest occupied orbital energy is -9.47 eV. The SMILES is CC(C)C=O.C=N. The charge is 0. The calculation puts the HOMO-LUMO gap at 10.4 eV. The electronic energy is -327.05503 Eh.

Element x y z (Å)
1 C -2.6367 -0.2935 -0.9777
2 N -2.3070 0.5212 -0.0646
3 C -0.1240 -1.0231 0.0828
4 O -0.3708 -1.6758 1.0656
5 C 0.7316 0.2230 0.0345
6 C 0.7495 1.0410 1.3202
7 C 2.0952 -0.3921 -0.3112
8 H -0.4256 -1.3743 -0.9286
9 H -2.6990 -0.0655 -2.0544
10 H -2.8210 -1.3335 -0.6878
11 H -2.1560 1.4607 -0.4345
12 H 0.3949 0.8517 -0.8050
13 H 0.9691 0.4045 2.1820
14 H -0.2189 1.5216 1.4977
15 H 1.5197 1.8193 1.2609
16 H 2.8764 0.3613 -0.4130
17 H 2.3835 -1.0895 0.4828
18 H 2.0393 -0.9569 -1.2497

***

Here is an isolated molecule of C21H28N6O2 in a non-equilibrium geometry from the OMol25 dataset. Energies are from the ωB97M-V functional and the def2-TZVPD basis.

The highest occupied orbital energy is -8.31 eV. The SMILES is COCCn1nnnc1[C@@H](c1cc2cc(C)ccc2[nH]c1=O)N1CCCCCC1. The charge is 0. The calculation puts the HOMO-LUMO gap at 8.2 eV. The electronic energy is -1296.01419 Eh.

Element x y z (Å)
1 C -0.0850 -3.9623 1.2066
2 H 0.3721 -3.3467 1.9874
3 O 0.8757 -4.6148 0.4098
4 C 1.4977 -3.8185 -0.5639
5 C 2.6364 -2.9260 -0.0306
6 N 2.2038 -1.8453 0.8097
7 C 1.5149 -0.7033 0.5470
8 N 1.3741 -0.0613 1.6873
9 N 1.9719 -0.7926 2.6175
10 N 2.4664 -1.8454 2.1228
11 C 1.0079 -0.3010 -0.8055
12 N 1.5318 0.9427 -1.3435
13 C 2.9661 0.9713 -1.5094
14 C 3.7909 1.5773 -0.3612
15 C 3.6917 3.1022 -0.3160
16 C 2.4804 3.6462 0.4511
17 C 1.2114 2.7943 0.3587
18 H 1.2758 1.9697 1.0681
19 C 0.9259 2.2177 -1.0375
20 H -0.1529 2.1078 -1.1721
21 H 1.2774 2.9162 -1.8033
22 H 0.3655 3.4166 0.6599
23 H 2.7384 3.7401 1.5084
24 H 2.2697 4.6524 0.0797
25 H 4.5944 3.5052 0.1488
26 H 3.6727 3.4730 -1.3439
27 H 3.4889 1.1546 0.5967
28 H 4.8343 1.2988 -0.5301
29 H 3.3035 -0.0525 -1.6958
30 H 3.1751 1.5507 -2.4183
31 C -0.5024 -0.3633 -0.7764
32 C -1.2583 0.2679 0.1503
33 C -2.6836 0.2033 0.1255
34 C -3.4898 0.8712 1.0552
35 C -4.8646 0.8028 0.9871
36 C -5.4513 0.0470 -0.0362
37 C -4.6861 -0.6228 -0.9618
38 C -3.2935 -0.5534 -0.8914
39 N -2.4953 -1.2195 -1.7816
40 C -1.1208 -1.2136 -1.7902
41 O -0.5099 -1.9160 -2.5813
42 H -2.9357 -1.7943 -2.4911
43 H -5.1519 -1.2044 -1.7440
44 H -6.5283 -0.0089 -0.0947
45 C -5.7350 1.5165 1.9746
46 H -6.3636 2.2465 1.4662
47 H -5.1360 2.0327 2.7196
48 H -6.3906 0.8102 2.4819
49 H -3.0093 1.4467 1.8326
50 H -0.7848 0.8380 0.9361
51 H 1.3325 -1.0741 -1.5182
52 H 3.1887 -2.5202 -0.8835
53 H 3.3058 -3.5317 0.5850
54 H 1.9481 -4.5256 -1.2658
55 H 0.7568 -3.2168 -1.1064
56 H -0.6687 -4.7478 1.6836
57 H -0.7493 -3.3373 0.5964

***

Here is an isolated molecule of C5H8 from the OMol25 dataset. Energies are from the ωB97M-V functional and the def2-TZVPD basis.

The highest occupied orbital energy is -9.30 eV. The SMILES is CC#CCC. The charge is 0. The calculation puts the HOMO-LUMO gap at 10.4 eV. The electronic energy is -195.23246 Eh.

Element x y z (Å)
1 C 1.2658 1.0560 0.3556
2 C -0.1144 1.4124 0.9850
3 C -0.9084 0.2926 0.4492
4 C -0.9912 -0.7181 -0.2057
5 C -0.8766 -1.9090 -1.0411
6 H 1.4945 0.0398 0.6876
7 H 2.1451 1.6812 0.5355
8 H 1.0999 0.9994 -0.7236
9 H -0.5162 2.3843 0.6678
10 H -0.1193 1.4214 2.0833
11 H -1.8248 -2.4378 -1.1440
12 H -0.5197 -1.6309 -2.0397
13 H -0.1347 -2.5912 -0.6098

***

Here is a 2-piece molecular cluster, NO4S overall in a non-equilibrium geometry from the OMol25 dataset. Energies are from the ωB97M-V functional and the def2-TZVPD basis.

The highest occupied orbital energy is -17.94 eV. The charge is +1. The calculation puts the HOMO-LUMO gap at 10.7 eV. The electronic energy is -753.41939 Eh.

Element x y z (Å)
1 N -0.9613 0.0310 -0.0794
2 O -1.7011 -0.6230 0.4257
3 O 1.7540 0.8919 0.5192
4 O -0.5420 0.9446 -0.5609
5 O 0.6269 -1.0655 -0.2407
6 S 1.9247 -0.3677 -0.1054

***

Here is an isolated molecule of C5H14N2O2 in a non-equilibrium geometry from the OMol25 dataset. Energies are from the ωB97M-V functional and the def2-TZVPD basis.

The highest occupied orbital energy is -8.59 eV. The SMILES is C[C@](N)(CO)[C@](C)(N)O. The charge is 0. The calculation puts the HOMO-LUMO gap at 9.4 eV. The electronic energy is -458.87532 Eh.

Element x y z (Å)
1 C -0.2727 0.0191 0.5928
2 C 0.4921 -0.1676 -1.0034
3 C 0.2524 1.3956 0.8134
4 C -1.7833 -0.0640 0.4536
5 C 0.2157 -1.6070 -1.4397
6 N 0.3075 -0.8916 1.5128
7 N 1.9221 0.0216 -1.0903
8 O -0.2432 1.8472 2.2371
9 O -0.1506 0.7398 -1.8661
10 H -1.0801 2.3131 2.1329
11 H 0.3045 0.6973 -2.7174
12 H 0.4806 -0.4525 2.4100
13 H -0.2333 -1.7381 1.6329
14 H 2.3714 -0.5151 -0.3570
15 H 2.1744 0.9974 -0.9802
16 H 1.3234 1.4236 0.9957
17 H -0.1047 2.1207 0.0847
18 H -0.8486 -1.7619 -1.5919
19 H -2.0891 -1.0869 0.2383
20 H -2.2536 0.2554 1.3847
21 H -2.1185 0.5748 -0.3588
22 H 0.5925 -2.3178 -0.7086
23 H 0.7411 -1.8031 -2.3755

***

Here is a 3-piece molecular cluster, C4H13NO2 overall in a non-equilibrium geometry from the OMol25 dataset. Energies are from the ωB97M-V functional and the def2-TZVPD basis.

The highest occupied orbital energy is -8.98 eV. The SMILES is C1CCNC1.O.O. The charge is 0. The calculation puts the HOMO-LUMO gap at 9.5 eV. The electronic energy is -365.40018 Eh.

Element x y z (Å)
1 C 1.2968 2.1208 0.4676
2 N -0.1356 2.6562 0.6448
3 C -0.9745 1.8829 -0.3031
4 C -0.0300 1.0689 -1.2515
5 C 1.1627 0.8242 -0.2667
6 H 1.6983 1.9844 1.4636
7 H 1.7712 2.9507 -0.0405
8 H -0.2726 2.3326 1.5956
9 H -1.6887 2.5654 -0.7655
10 H -1.6071 1.1783 0.2501
11 H -0.6320 0.1736 -1.4128
12 H 0.3105 1.5315 -2.1720
13 H 2.0093 0.5439 -0.8944
14 H 0.8912 0.0217 0.4152
15 H -3.0652 -4.5452 1.0147
16 H -2.6013 -4.4782 -0.4420
17 O -3.3798 -4.5521 0.1143
18 H 2.1212 -3.3659 0.7793
19 H 1.7662 -2.1337 0.0935
20 O 1.3596 -2.7600 0.7099

***

Here is a 10-piece molecular cluster, C24H45F6NO12P overall in a non-equilibrium geometry from the OMol25 dataset. Energies are from the ωB97M-V functional and the def2-TZVPD basis.

The highest occupied orbital energy is -5.92 eV. The charge is -1. The calculation puts the HOMO-LUMO gap at 8.2 eV. The electronic energy is -2839.95951 Eh.

Element x y z (Å)
1 P -13.4658 20.3356 33.9764
2 F -12.5417 20.0446 32.6337
3 F -14.1466 21.6085 33.1766
4 F -14.6264 19.4072 33.3872
5 F -14.3544 20.6278 35.2837
6 F -12.6724 19.0900 34.6360
7 F -12.2558 21.3273 34.4044
8 O -15.1779 25.3882 33.6012
9 C -15.3746 24.5927 34.4836
10 O -16.5527 24.0106 34.6846
11 C -16.4996 23.0872 35.7934
12 C -15.2187 23.4573 36.5503
13 C -14.3744 24.1358 35.4928
14 H -16.3842 22.0843 35.3789
15 H -17.4253 23.1818 36.3537
16 H -14.7187 22.5982 37.0029
17 H -15.3905 24.0747 37.4377
18 H -13.7826 23.3646 34.9858
19 H -13.6846 24.8961 35.8441
20 O -9.2192 16.8659 30.8737
21 C -9.2912 17.9618 30.4044
22 O -8.3968 18.4709 29.5386
23 C -8.6755 19.8716 29.3430
24 C -10.1550 20.0079 29.5852
25 C -10.4785 18.9172 30.6716
26 H -8.3530 20.1506 28.3414
27 H -8.0688 20.3838 30.0950
28 H -10.7341 19.7077 28.7079
29 H -10.4752 21.0266 29.8027
30 H -11.5025 18.8441 30.3289
31 H -10.3233 19.3742 31.6469
32 O -20.3594 18.5138 30.9090
33 C -19.4174 19.0223 31.4575
34 O -18.5608 19.8304 30.8495
35 C -17.4475 20.1468 31.7448
36 C -18.1667 20.1259 33.0532
37 C -19.1332 18.9532 32.9655
38 H -17.0617 21.1357 31.5120
39 H -16.6823 19.3883 31.5766
40 H -18.6280 21.1024 33.2264
41 H -17.4608 20.1027 33.8932
42 H -20.0443 18.9580 33.5487
43 H -18.5622 18.0369 33.1375
44 O -13.9610 19.8859 39.1631
45 C -12.7988 19.6872 38.8951
46 O -12.0088 19.1023 39.8008
47 C -10.6606 19.0118 39.2837
48 C -10.6252 20.1435 38.2542
49 C -12.0345 20.1392 37.6853
50 H -10.5157 18.0175 38.8564
51 H -9.8393 19.1249 39.9907
52 H -9.8235 20.0634 37.5158
53 H -10.3907 21.0933 38.7402
54 H -12.2443 19.4314 36.8831
55 H -12.2892 21.1436 37.3556
56 C -12.0627 23.7177 31.9379
57 O -13.4670 23.8901 31.9258
58 H -11.7705 22.9114 31.2599
59 H -11.5779 24.6194 31.5644
60 H -11.7205 23.5083 32.9518
61 H -13.8929 23.1193 32.3354
62 C -10.3344 24.4107 35.4952
63 O -9.3375 23.9848 34.5955
64 H -10.5508 25.4837 35.4745
65 H -11.3039 23.9536 35.2693
66 H -10.0643 24.1406 36.5133
67 H -9.4252 24.3870 33.7293
68 C -9.5986 16.9264 34.2323
69 O -9.5371 15.5663 33.8044
70 H -9.0039 17.5041 33.5169
71 H -10.6494 17.2046 34.1103
72 H -9.2233 17.1742 35.2218
73 H -9.6250 15.6008 32.8439
74 C -13.6277 16.4686 32.7317
75 O -13.0626 17.4145 31.8445
76 H -13.3280 15.4633 32.4326
77 H -13.2808 16.6670 33.7457
78 H -14.7195 16.5029 32.6324
79 H -13.0483 18.3127 32.2061
80 N -14.1505 17.7089 36.5772
81 C -15.0127 17.4907 37.5984
82 C -14.5865 16.4088 38.3350
83 C -13.3969 15.9871 37.7568
84 C -13.1407 16.7727 36.6506
85 H -14.2679 18.4984 35.9661
86 H -15.7751 18.2259 37.8050
87 H -15.0920 16.0742 39.2261
88 H -12.7914 15.1937 38.1695
89 H -12.3098 16.7359 35.9668

***

Here is a 16-piece molecular cluster, C38H79BCl30N2 overall in a non-equilibrium geometry from the OMol25 dataset. Energies are from the ωB97M-V functional and the def2-TZVPD basis.

The highest occupied orbital energy is -8.00 eV. The charge is 0. The calculation puts the HOMO-LUMO gap at 8.4 eV. The electronic energy is -15435.41357 Eh.

Element x y z (Å)
1 C 1.2643 -4.9370 5.1326
2 C 1.7922 -4.4757 3.7262
3 C 0.9314 -4.8563 2.4883
4 N 2.9177 -3.8569 3.7069
5 B 2.7502 -2.5274 3.0369
6 C 2.3354 -1.2725 3.9681
7 C 1.2859 -0.3747 3.2070
8 C -0.1139 -0.2800 3.8864
9 C -0.7315 -1.6560 4.3183
10 C -1.7711 -2.2009 3.2644
11 N -2.6365 -3.2249 3.9061
12 H 1.4840 -4.1075 5.8321
13 H 1.8751 -5.7977 5.4825
14 H 0.1843 -5.1827 5.1100
15 H 0.6835 -4.0098 1.8198
16 H -0.0380 -5.2736 2.8427
17 H 1.4662 -5.6319 1.9066
18 H 2.8908 -2.4163 1.8554
19 H 3.2873 -0.7056 4.1155
20 H 1.9798 -1.6393 4.9573
21 H 1.6980 0.6619 3.1653
22 H 1.2454 -0.7145 2.1486
23 H -0.1050 0.4175 4.7515
24 H -0.7982 0.1476 3.1272
25 H 0.0300 -2.4278 4.5522
26 H -1.3306 -1.4603 5.2396
27 H -1.2392 -2.7020 2.4249
28 H -2.4112 -1.3870 2.8762
29 H -3.1064 -2.8140 4.7076
30 H -2.0359 -3.9647 4.2603
31 Cl 4.2548 -0.4998 -0.0154
32 C 5.8976 0.1188 0.2893
33 C 6.4112 -0.2803 1.6519
34 Cl 5.5267 0.5401 2.9648
35 H 5.8790 1.2022 0.1714
36 H 6.5402 -0.2976 -0.4861
37 H 7.4588 0.0041 1.7501
38 H 6.3336 -1.3547 1.8100
39 Cl 5.2415 4.6250 0.5631
40 C 3.6957 4.3472 1.4062
41 C 2.9798 3.1207 0.8929
42 Cl 2.3830 3.3377 -0.7734
43 H 3.0855 5.2427 1.2946
44 H 3.9302 4.2216 2.4635
45 H 2.1096 2.9133 1.5159
46 H 3.6251 2.2432 0.9083
47 Cl -6.7705 -6.3420 1.4910
48 C -5.3562 -6.0416 2.5332
49 C -4.0883 -5.8553 1.7353
50 Cl -3.5638 -7.3630 0.9400
51 H -5.2697 -6.8722 3.2317
52 H -5.5669 -5.1361 3.1012
53 H -3.2795 -5.5477 2.3964
54 H -4.2072 -5.0931 0.9679
55 Cl -1.5042 -10.1330 -3.5598
56 C -2.9133 -10.6662 -2.6084
57 C -2.8971 -10.1146 -1.2023
58 Cl -1.5876 -10.8159 -0.2172
59 H -2.9287 -11.7547 -2.6111
60 H -3.7975 -10.3121 -3.1355
61 H -3.8342 -10.3564 -0.7008
62 H -2.7795 -9.0327 -1.1990
63 Cl -2.9210 0.6596 0.8340
64 C -3.9986 1.7798 1.7046
65 C -3.2514 2.6202 2.7132
66 Cl -2.6491 1.6540 4.0840
67 H -4.7846 1.1936 2.1777
68 H -4.4563 2.4249 0.9549
69 H -3.9177 3.3766 3.1283
70 H -2.4018 3.1275 2.2591
71 Cl -5.1944 2.8382 7.0037
72 C -4.7027 2.1389 8.5652
73 C -3.5143 1.2155 8.4234
74 Cl -3.9211 -0.2740 7.5341
75 H -5.5620 1.6231 8.9900
76 H -4.4462 2.9719 9.2195
77 H -3.1653 0.9103 9.4099
78 H -2.6902 1.7030 7.9054
79 Cl 8.2126 -1.4822 -2.1173
80 C 7.8660 -1.5413 -3.8651
81 C 6.4757 -1.0460 -4.1899
82 Cl 5.2083 -2.1489 -3.5943
83 H 8.0145 -2.5662 -4.2019
84 H 8.6085 -0.9085 -4.3566
85 H 6.3531 -0.9787 -5.2709
86 H 6.2920 -0.0607 -3.7643
87 Cl 2.6129 7.5907 1.6399
88 C 2.0192 7.9999 0.0091
89 C 1.0597 9.1667 0.0261
90 Cl -0.4840 8.7575 0.8161
91 H 1.5580 7.1089 -0.4147
92 H 2.8936 8.2501 -0.5914
93 H 0.8225 9.4650 -0.9949
94 H 1.4845 10.0257 0.5404
95 Cl 10.1731 -0.4366 -6.0078
96 C 11.8134 0.1868 -5.6971
97 C 12.3230 -0.2132 -4.3324
98 Cl 11.4309 0.5966 -3.0216
99 H 11.7905 1.2686 -5.8140
100 H 12.4612 -0.2268 -6.4699
101 H 13.3690 0.0757 -4.2313
102 H 12.2492 -1.2883 -4.1778
103 Cl 8.3542 -5.0276 -2.9313
104 C 6.8047 -5.2844 -2.0907
105 C 6.0891 -6.5223 -2.5788
106 Cl 5.5025 -6.3441 -4.2514
107 H 6.1971 -4.3911 -2.2259
108 H 7.0335 -5.3846 -1.0297
109 H 5.2158 -6.7117 -1.9549
110 H 6.7338 -7.3986 -2.5388
111 Cl -1.5371 -12.2282 -8.8083
112 C -0.2528 -11.1025 -8.3001
113 C -0.7464 -10.0924 -7.2909
114 Cl -1.8996 -8.9363 -8.0044
115 H 0.1420 -10.6170 -9.1909
116 H 0.5405 -11.7055 -7.8588
117 H 0.0928 -9.5090 -6.9120
118 H -1.2330 -10.5757 -6.4459
119 Cl -0.2424 11.2309 -3.5286
120 C -1.3303 12.3542 -2.6686
121 C -0.5912 13.2060 -1.6650
122 Cl 0.0112 12.2459 -0.2914
123 H -2.1128 11.7678 -2.1931
124 H -1.7876 12.9862 -3.4218
125 H -1.2633 13.9602 -1.2556
126 H 0.2567 13.7161 -2.1191
127 Cl -4.0827 13.7413 -2.8774
128 C -5.5328 13.2344 -1.9720
129 C -5.5389 13.7748 -0.5628
130 Cl -4.2645 13.0336 0.4409
131 H -5.5725 12.1463 -1.9827
132 H -6.3971 13.6135 -2.5177
133 H -6.5008 13.5503 -0.0833
134 H -5.3951 14.8548 -0.5484
135 Cl -8.2642 -10.1908 -4.6638
136 C -6.8689 -9.9810 -5.7511
137 C -6.0975 -11.2657 -5.9436
138 Cl -5.2526 -11.7721 -4.4582
139 H -6.2376 -9.1942 -5.3418
140 H -7.2616 -9.6412 -6.7090
141 H -5.3342 -11.1266 -6.7095
142 H -6.7482 -12.0804 -6.2557
143 Cl -8.5348 14.0879 0.3063
144 C -9.4549 12.5989 0.6462
145 C -9.8475 12.4931 2.1011
146 Cl -8.4379 12.2324 3.1566
147 H -8.8493 11.7495 0.3334
148 H -10.3483 12.6296 0.0230
149 H -10.5121 11.6409 2.2414
150 H -10.3642 13.3887 2.4413